This record from the OMol25 dataset describes a 4-piece molecular cluster, C24H57N6O overall. The level of theory is wB97M-V/def2-TZVPD.

Geometry as XYZ:
```
88
Properties=species:S:1:pos:R:3:lowdin_charge:R:1
O 2.29 2.60 6.05 0.003
N 5.68 6.33 3.61 0.044
N 2.95 4.83 6.39 0.209
N 3.39 -1.35 1.52 -0.195
N 3.67 5.40 4.46 -0.035
N -1.99 -3.10 -1.06 -0.201
N -4.23 -0.41 -4.66 -0.203
C 1.02 2.12 5.53 -0.174
C -0.63 -3.56 -1.28 -0.253
C -3.00 -4.09 -1.40 -0.269
C -3.85 0.95 -4.31 -0.250
C -2.38 -3.16 1.47 -0.080
C -4.40 -3.50 -1.50 -0.082
C 0.00 3.21 5.29 -0.063
C -5.79 -0.12 -6.67 -0.084
C -3.37 1.87 -5.44 -0.082
C 2.04 -0.84 1.42 -0.245
C 4.26 6.19 3.37 -0.193
C -5.55 -0.59 -5.23 -0.254
C 4.24 0.65 2.68 -0.101
C 3.23 4.10 4.35 0.063
C 2.78 3.73 5.57 -0.318
C 3.71 -2.49 0.66 -0.239
C 4.43 -0.35 1.55 -0.271
C -1.91 -1.26 -4.52 -0.088
C 3.87 -2.22 -0.84 -0.078
C -0.12 -4.72 -0.41 -0.081
C -3.20 -1.20 -5.32 -0.273
C -2.23 -2.36 0.17 -0.246
C 1.69 0.06 0.23 -0.080
C 3.50 5.82 5.70 -0.015
H -1.42 -3.53 1.84 0.051
H -3.01 -4.95 -0.71 0.103
H 4.65 -2.92 1.03 0.112
H -3.06 0.90 -3.56 0.099
H -2.90 2.76 -5.02 0.070
H 0.04 -2.70 -1.16 0.097
H -4.41 -2.64 -2.17 0.070
H -2.98 -0.84 -6.34 0.103
H 3.76 6.79 6.09 0.173
H 6.16 5.44 3.51 0.088
H -2.64 1.38 -6.08 0.066
H 3.25 3.50 3.45 0.139
H 4.31 -3.09 -1.33 0.075
H 4.52 -1.37 -1.05 0.067
H 2.72 4.85 7.37 0.193
H -6.27 -0.08 -4.57 0.110
H 3.36 1.28 2.51 0.042
H 0.24 3.84 4.43 0.078
H 1.35 -1.69 1.44 0.109
H -5.02 -0.49 -7.34 0.067
H -1.43 -1.63 0.29 0.103
H -0.55 -3.85 -2.33 0.110
H 2.44 0.83 0.06 0.064
H 1.57 -0.51 -0.69 0.050
H -5.79 -1.65 -5.16 0.108
H -2.10 -1.60 -3.50 0.062
H 4.54 0.20 0.61 0.104
H 0.82 -5.09 -0.82 0.070
H 2.96 -3.26 0.81 0.108
H -0.82 -5.55 -0.39 0.069
H 5.38 -0.87 1.71 0.122
H -3.60 -2.21 -5.43 0.117
H -0.12 3.83 6.18 0.088
H -2.72 -4.50 -2.38 0.118
H 3.81 7.18 3.37 0.137
H -2.81 -2.52 2.25 0.070
H 2.91 -2.04 -1.32 0.051
H 6.09 6.98 2.96 0.091
H -4.19 2.21 -6.07 0.055
H -6.75 -0.50 -7.02 0.071
H 1.82 -0.29 2.34 0.089
H 0.08 -4.40 0.61 0.048
H -1.39 -0.30 -4.48 0.064
H -4.78 -3.19 -0.53 0.065
H -1.22 -1.98 -4.99 0.073
H -3.04 -4.02 1.35 0.068
H -5.09 -4.25 -1.89 0.075
H -0.96 2.73 5.08 0.094
H 1.23 1.54 4.62 0.118
H 4.11 0.14 3.64 0.084
H -3.14 -1.77 0.03 0.102
H 5.11 1.30 2.76 0.071
H 0.67 1.43 6.29 0.131
H 3.97 5.69 2.44 0.133
H 0.74 0.57 0.41 0.070
H -4.71 1.41 -3.81 0.113
H -5.82 0.96 -6.75 0.055
```

The value obtained for the relative energy (zero: lowest compared OMol25 entry of this formula, charge and spin) is 0.00 kcal per mole. For the orbital gap, the calculation gives 6.4 eV. The highest occupied orbital energy comes out at -9.151 eV. For the LUMO energy, the calculation gives -2.79 eV. Its charge is +1.